# 1
Molecular formula: C62H51N6O3S3Sn
Method: DFT, ωB97M-V with the def2-TZVPD basis set

ORCA input file:
```
! RIJCOSX wB97M-V def2-TZVPD def2/J DEFGRID3
* xyz 1 1
Sn 1.2462 -1.4000 -1.0607
N -1.1809 1.6190 0.5714
S -1.1782 2.8329 1.6408
N -2.3761 0.9997 0.4267
S -3.0145 -0.0600 1.3533
N -2.6576 -1.6316 1.3557
S -1.7178 -2.2491 0.2121
N -0.3205 -1.7131 0.3380
C -2.6525 -1.8185 -1.2653
C -2.3308 -0.6473 -1.9230
C -3.1806 -0.1798 -2.9104
C -4.3369 -0.8782 -3.2167
C -4.6371 -2.0597 -2.5593
C -3.7955 -2.5339 -1.5681
C -1.8935 -4.0032 0.5446
C -3.0732 -4.4809 1.0944
C -3.2377 -5.8476 1.2447
C -2.2284 -6.7156 0.8536
C -1.0303 -6.2205 0.3644
C -0.8559 -4.8545 0.2153
C -4.7070 0.0231 0.7667
C -5.6426 -0.8781 1.2437
C -6.9383 -0.8225 0.7582
C -7.2880 0.1266 -0.1903
C -6.3430 1.0287 -0.6516
C -5.0489 0.9853 -0.1666
C -3.0411 0.2984 3.1262
C -2.4033 -0.5797 3.9832
C -2.2521 -0.2314 5.3129
C -2.7316 0.9867 5.7663
C -3.3659 1.8599 4.8961
C -3.5181 1.5225 3.5619
C -0.3449 4.1366 0.7065
C 1.0247 4.3182 0.7179
C 1.5915 5.2948 -0.0830
C 0.7893 6.1159 -0.8571
C -0.5876 5.9468 -0.8409
C -1.1583 4.9478 -0.0717
C 0.1254 2.3377 2.8155
C 0.4551 0.9984 2.9258
C 1.3253 0.5984 3.9282
C 1.8671 1.5280 4.8005
C 1.5389 2.8695 4.6727
C 0.6498 3.2737 3.6905
H -1.4425 -0.0973 -1.6515
H -2.9379 0.7332 -3.4309
H -5.0105 -0.5016 -3.9692
H -5.5232 -2.6178 -2.8146
H -4.0208 -3.4488 -1.0424
H -3.8327 -3.7828 1.4096
H -4.1571 -6.2378 1.6538
H -2.3777 -7.7809 0.9447
H -0.2337 -6.8933 0.0862
H 0.0693 -4.4579 -0.1682
H -5.3579 -1.5967 1.9963
H -7.6771 -1.5199 1.1211
H -8.2988 0.1703 -0.5659
H -6.6082 1.7708 -1.3861
H -4.2941 1.6843 -0.4886
H -2.0602 -1.5235 3.5891
H -1.7627 -0.9115 5.9911
H -2.6256 1.2532 6.8052
H -3.7445 2.8032 5.2544
H -4.0176 2.1847 2.8693
H 1.6506 3.7124 1.3462
H 2.6639 5.4080 -0.0927
H 1.2332 6.8946 -1.4582
H -1.2169 6.6033 -1.4232
H -2.2286 4.8026 -0.0669
H 0.0361 0.2896 2.2241
H 1.5672 -0.4446 4.0506
H 2.5318 1.2083 5.5882
H 1.9558 3.5948 5.3523
H 0.3685 4.3119 3.5921
N 2.5107 -1.1597 1.2236
C 3.3122 -2.2577 1.6261
C 3.1874 -2.8037 2.8973
C 4.0038 -3.8434 3.3063
C 4.9420 -4.3645 2.4316
C 5.0533 -3.8414 1.1567
C 4.2564 -2.7788 0.7360
C 4.4465 -2.2486 -0.6259
C 5.7543 -2.0603 -1.0818
C 6.0227 -1.7022 -2.3866
C 4.9840 -1.5647 -3.2884
C 3.6803 -1.6996 -2.8463
C 3.4238 -2.0010 -1.5271
H 3.0749 -0.3405 1.0230
H 1.8314 -0.9237 1.9359
H 2.4490 -2.4086 3.5835
H 3.9156 -4.2345 4.3086
H 5.5877 -5.1748 2.7372
H 5.7570 -4.2729 0.4609
H 6.5666 -2.1936 -0.3817
H 7.0434 -1.5480 -2.7029
H 5.1758 -1.3367 -4.3254
H 2.8682 -1.5588 -3.5439
O 0.6564 -3.7354 -2.0495
N -0.0474 -3.2903 -2.9643
O -0.7379 -4.0018 -3.6344
O -0.0466 -2.0499 -3.1301
C 1.5401 3.9358 -6.1392
C 1.1230 2.6676 -6.5084
C 0.8648 1.7186 -5.5374
C 1.0437 2.0082 -4.1827
C 1.4675 3.2843 -3.8213
C 1.7001 4.2409 -4.7946
C 0.7953 0.9144 -3.2392
C 1.4027 0.6923 -2.0816
C 2.4997 1.3830 -1.4404
C 3.6656 1.7139 -2.1343
C 4.7083 2.3333 -1.4718
C 4.6404 2.5665 -0.1064
C 3.5056 2.1951 0.5978
C 2.4340 1.6387 -0.0721
H 1.7470 4.6792 -6.8949
H 0.9957 2.4112 -7.5498
H 0.5411 0.7292 -5.8269
H 1.6002 3.5341 -2.7791
H 2.0134 5.2332 -4.4994
H 0.0750 0.1880 -3.5971
H 3.7357 1.5055 -3.1928
H 5.5923 2.6224 -2.0212
H 5.4683 3.0282 0.4101
H 3.4655 2.3328 1.6720
H 1.5109 1.3845 0.4328
*
```

The LUMO energy is -2.31 eV. The value obtained for the total energy is -118525.65257 eV. Its frontier orbital gap is 7.6 eV. The calculation puts the largest force on an atom at 0.0444 Eh/bohr. For the HOMO energy, the calculation gives -9.91 eV. The energy above the lowest of the compared OMol25 structures with the same formula, charge and spin comes out at 58.3 kcal per mole.

***

# 2
Molecular formula: C6H60NO24
Method: DFT, ωB97M-V with the def2-TZVPD basis set

ORCA input file:
```
! RIJCOSX wB97M-V def2-TZVPD def2/J DEFGRID3
* xyz 1 1
C 12.9990 30.7990 29.6770
O 11.7810 30.2150 29.5620
C 10.7130 31.0850 29.2890
C 9.4850 30.1990 29.1320
N 9.8810 29.1400 28.2550
H 10.2420 29.4610 27.2950
H 10.6000 28.4690 28.7430
C 8.7940 28.1870 27.8770
C 9.1520 27.2190 26.7490
O 8.0940 26.4550 26.5850
C 8.0030 25.4700 25.4890
H 13.7880 30.2300 29.8540
H 13.1730 31.2540 30.6980
H 13.3280 31.2970 28.7130
H 11.1540 31.7640 28.5760
H 10.5360 31.5740 30.1480
H 8.6060 30.8540 28.5490
H 9.2750 30.0130 30.4040
H 7.9120 28.5790 27.4140
H 8.5430 27.7620 28.7230
H 9.9560 26.9820 27.1400
H 9.3660 27.8430 25.8250
H 7.9920 25.8150 24.5850
H 7.2710 24.8050 25.5150
H 8.8250 24.7040 25.8040
O 9.9990 22.1000 25.3350
H 10.6620 21.5440 25.5970
H 10.3570 22.6320 24.6920
O 15.9180 31.8280 30.9890
H 16.4990 31.1110 30.6440
H 16.4730 32.1770 31.7150
O 6.2000 29.9540 26.1280
H 6.0940 30.6140 26.7740
H 5.3380 29.7400 26.0430
O 6.4790 32.3120 27.6840
H 7.2140 32.3080 27.1700
H 6.0490 33.0920 28.0250
O 9.0280 32.6310 26.5020
H 9.0640 33.6150 26.8010
H 9.4460 32.5490 25.5470
O 15.5940 31.3250 27.2530
H 15.6870 30.5460 26.8290
H 16.3940 31.8120 26.8520
O 15.3260 33.5070 28.8940
H 15.1170 33.0810 29.6740
H 15.7190 32.9920 28.3370
O 6.6240 25.7010 28.5790
H 6.1040 24.9510 28.0550
H 7.2120 26.3040 27.9540
O 4.3280 25.7160 26.3600
H 3.3160 25.3390 26.5050
H 4.7460 24.9360 26.5480
O 12.3430 33.5780 32.2000
H 11.8290 34.5290 32.3590
H 11.7650 32.7890 32.2260
O 9.0450 24.4600 29.5450
H 9.1510 23.6830 29.3670
H 8.3400 24.7830 28.9830
O 6.5120 22.3740 25.4180
H 5.9410 22.7960 24.9610
H 7.1760 22.0460 24.7630
O 11.7980 24.9740 26.1800
H 12.6470 24.4630 26.0300
H 11.1740 24.2820 26.1500
O 5.4240 23.3740 27.5160
H 4.8290 22.9290 27.9530
H 5.9740 22.7790 26.9250
O 7.3480 29.9970 32.0740
H 6.7230 30.4450 31.5070
H 7.0120 29.1880 32.5480
O 5.7590 31.0580 30.0640
H 5.2890 31.4680 30.6570
H 6.0870 31.5970 29.1810
O 14.9320 28.5740 32.3690
H 13.8860 28.3960 32.4630
H 15.0410 28.9900 31.6690
O 11.5420 27.4470 29.7480
H 11.9070 27.9790 30.4140
H 11.4640 26.6210 30.3460
O 12.2770 27.3900 24.8860
H 12.2150 27.2910 23.8550
H 11.9830 26.5180 25.2320
O 12.6560 32.1030 26.0370
H 13.5230 31.8140 26.3430
H 12.5060 33.1360 26.0560
O 11.1350 29.7660 25.7600
H 11.8260 30.5560 25.7950
H 11.6440 29.1620 25.2120
O 5.9570 26.2270 22.1560
H 5.5800 27.1450 21.8600
H 5.6160 26.1760 23.0430
*
```

The LUMO energy is -2.17 eV. The value obtained for the total energy is -57808.15954 eV. Its frontier orbital gap is 9.6 eV. The calculation puts the largest force on an atom at 0.2800 Eh/bohr. For the HOMO energy, the calculation gives -11.76 eV. The energy above the lowest of the compared OMol25 structures with the same formula, charge and spin comes out at 112.1 kcal per mole.

***

# 3
Molecular formula: C16H24B2F8N8OV
Method: DFT, ωB97M-V with the def2-TZVPD basis set

ORCA input file:
```
! RIJCOSX wB97M-V def2-TZVPD def2/J DEFGRID3
* xyz 0 2
O -0.7946 -3.3976 0.6183
V -0.1068 -2.3404 1.5233
B 0.6095 -0.8698 -0.4110
F 1.1369 0.0613 -1.2655
F 1.3286 -2.0748 -0.3587
F 0.4459 -0.4741 0.9219
F -0.6664 -1.2665 -0.8125
B 1.7520 -1.1616 3.5753
F 2.2851 -1.3783 2.2854
F 1.9481 0.1140 4.0479
F 0.3330 -1.3984 3.3867
F 2.2652 -2.1337 4.4346
C 2.3652 2.1663 1.4858
C 3.1971 3.3710 1.3878
N 3.8408 4.3147 1.2952
H 1.7661 2.1033 0.5789
H 1.7351 2.2501 2.3685
H 2.9948 1.2828 1.5694
C 1.9115 2.1087 -3.8779
C 2.6856 0.8859 -4.1325
N 3.3278 -0.0349 -4.3479
H 2.2880 2.8799 -4.5451
H 2.1152 2.3755 -2.8399
H 0.8469 1.9169 -3.9738
C -1.6570 1.1388 3.9651
C -2.0322 -0.1496 4.5646
N -2.3958 -1.1137 5.0649
H -1.6407 1.0738 2.8821
H -0.6564 1.4109 4.3053
H -2.3062 1.9764 4.2102
C -4.5995 -0.2424 2.2929
C -3.3384 -0.7968 1.8143
N -2.3097 -1.1710 1.4857
H -4.6289 -0.3053 3.3800
H -5.4207 -0.8748 1.9566
H -4.5678 0.7643 1.8716
C 4.0663 -0.6943 -0.8604
C 5.5021 -0.4484 -0.8464
N 6.6322 -0.2499 -0.8542
H 3.5205 0.2147 -0.6105
H 3.7298 -1.4528 -0.1598
H 3.7645 -0.9508 -1.8760
C -1.4166 3.1142 -0.9494
C -1.7713 3.1331 0.4841
N -2.0744 3.1915 1.5896
H -1.9282 2.2160 -1.2966
H -0.3501 3.0573 -1.1213
H -1.7716 4.0170 -1.4404
C 0.1383 -2.7220 -3.8593
C -0.1318 -1.2821 -3.8918
N -0.3609 -0.1602 -3.9772
H 1.2030 -2.8602 -4.0500
H -0.4763 -3.2125 -4.6079
H -0.0610 -3.1486 -2.8793
C -3.9672 -1.7612 -1.4266
C -3.2471 -2.8815 -1.9954
N -2.6586 -3.7695 -2.4118
H -4.3129 -2.0404 -0.4300
H -4.7744 -1.3970 -2.0552
H -3.3116 -0.9231 -1.1816
*
```

The LUMO energy (alpha / beta) is -4.12 / -3.56 eV. The value obtained for the total energy is -79739.19100 eV. Its frontier orbital gap (alpha / beta) is 7.1 / 7.6 eV. The calculation puts the largest force on an atom at 0.0686 Eh/bohr. Its expectation value of S² is 0.78. For the HOMO energy (alpha / beta), the calculation gives -11.17 / -11.17 eV.

***

> Number 3 is which compound?

C16H24B2F8N8OV